{
  "formula": "C2H6N2S",
  "method": "ωB97M-V/def2-TZVPD",
  "largest_force_ev_per_a": 3.76,
  "homo_lumo_gap_ev": 8.903,
  "smiles": "NCC(N)=S",
  "multiplicity": 1,
  "symbols": ["C", "C", "H", "H", "H", "H", "H", "H", "N", "N", "S"],
  "positions_angstrom": [[0.110610, -0.829161, 0.168746], [-1.005331, 0.150853, -0.055122], [1.500305, -0.001038, -1.052561], [2.140266, -1.011498, -0.005834], [0.086635, -1.069786, 1.230802], [-0.079384, -1.743004, -0.354467], [-1.265187, 2.178358, -0.219700], [0.288010, 1.696792, 0.396073], [1.431061, -0.322139, -0.116778], [-0.642634, 1.394991, 0.073309], [-2.564350, -0.444363, -0.064468]],
  "forces_ev_per_angstrom": [[0.5, -0.4, 0.4], [-0.8, -1.9, 1.1], [0.0, 0.3, -1.0], [0.4, -0.6, 0.3], [-0.1, -0.1, 0.1], [-0.6, -0.5, -0.4], [0.5, -1.3, 0.7], [-0.5, -0.8, -0.6], [0.1, 1.0, 0.5], [0.1, 3.7, -0.6], [0.5, 0.5, -0.6]],
  "mulliken_charge": [-0.4171, 0.1473, 0.1922, 0.2137, 0.2916, 0.3500, 0.2325, 0.2815, -0.6246, -0.3446, -0.3224]
}


{
  "formula": "C5H6O2",
  "method": "ωB97M-V/def2-TZVPD",
  "largest_force_ev_per_a": 2.17,
  "homo_lumo_gap_ev": [8.256, 8.258],
  "multiplicity": 1,
  "symbols": ["O", "C", "C", "C", "O", "C", "C", "H", "H", "H", "H", "H", "H"],
  "positions_angstrom": [[-2.389805, -0.151074, -0.209256], [-1.609576, -0.252886, 0.952213], [0.596610, -0.270217, -0.546871], [-0.285781, 0.491030, 0.751581], [-0.290422, 1.513472, -0.070006], [1.991972, -0.284251, -0.900783], [3.173396, -0.357038, -1.190228], [-2.200564, 0.735761, -0.560506], [-2.175628, 0.075545, 1.845436], [-1.321049, -1.294251, 1.108561], [-0.035756, -0.396280, -1.428874], [0.319150, 0.590040, 1.671152], [4.227452, -0.399854, -1.422423]],
  "forces_ev_per_angstrom": [[0.0, 0.1, -0.1], [0.3, -0.2, 0.1], [-0.7, 1.9, 0.8], [1.1, -1.4, -0.9], [0.9, -0.7, -0.9], [0.1, 0.5, 0.7], [-0.9, 0.1, 0.3], [-0.1, -0.1, 0.0], [0.4, 0.2, -0.3], [-0.3, -0.1, 0.0], [-0.2, -0.1, 0.5], [0.0, -0.2, -0.3], [-0.6, 0.0, 0.1]],
  "mulliken_charge": [-0.5058, -0.5096, -0.5715, 0.2803, -0.5941, -0.4322, 0.3126, 0.3416, 0.2838, 0.3004, 0.3026, 0.3971, 0.3948]
}


What did the second record say?
{
  "formula": "C5H6O2",
  "method": "ωB97M-V/def2-TZVPD",
  "largest_force_ev_per_a": 2.17,
  "homo_lumo_gap_ev": [8.256, 8.258],
  "multiplicity": 1,
  "symbols": ["O", "C", "C", "C", "O", "C", "C", "H", "H", "H", "H", "H", "H"],
  "positions_angstrom": [[-2.389805, -0.151074, -0.209256], [-1.609576, -0.252886, 0.952213], [0.596610, -0.270217, -0.546871], [-0.285781, 0.491030, 0.751581], [-0.290422, 1.513472, -0.070006], [1.991972, -0.284251, -0.900783], [3.173396, -0.357038, -1.190228], [-2.200564, 0.735761, -0.560506], [-2.175628, 0.075545, 1.845436], [-1.321049, -1.294251, 1.108561], [-0.035756, -0.396280, -1.428874], [0.319150, 0.590040, 1.671152], [4.227452, -0.399854, -1.422423]],
  "forces_ev_per_angstrom": [[0.0, 0.1, -0.1], [0.3, -0.2, 0.1], [-0.7, 1.9, 0.8], [1.1, -1.4, -0.9], [0.9, -0.7, -0.9], [0.1, 0.5, 0.7], [-0.9, 0.1, 0.3], [-0.1, -0.1, 0.0], [0.4, 0.2, -0.3], [-0.3, -0.1, 0.0], [-0.2, -0.1, 0.5], [0.0, -0.2, -0.3], [-0.6, 0.0, 0.1]],
  "mulliken_charge": [-0.5058, -0.5096, -0.5715, 0.2803, -0.5941, -0.4322, 0.3126, 0.3416, 0.2838, 0.3004, 0.3026, 0.3971, 0.3948]
}